Below is a 9-piece molecular cluster, C12H32BF4O16S2 overall in a non-equilibrium geometry, with properties calculated with ωB97M-V with the def2-TZVPD basis set.

Last column: natural (NBO) charge in e.
Positions of all 67 atoms, in Å:
B (-0.95032, -0.43516, -0.65965)  1.321
F (0.35002, -0.87481, -0.84727)  -0.562
F (-1.21410, -0.35147, 0.69989)  -0.586
F (-1.17554, 0.80957, -1.21855)  -0.568
F (-1.88761, -1.37789, -1.05972)  -0.578
O (4.90182, 2.03148, 0.60966)  -0.938
S (3.86038, 2.86245, 0.12611)  2.346
O (2.86180, 3.44802, 1.00953)  -0.901
O (4.54572, 3.95857, -0.84993)  -0.716
C (5.79835, 3.68129, -1.43511)  -0.086
C (5.89404, 4.34103, -2.84942)  -0.626
C (2.90594, 1.91675, -1.17091)  -0.844
H (6.13857, 2.64870, -1.51326)  0.202
H (6.59424, 3.94324, -0.73794)  0.185
H (5.05941, 3.87959, -3.37721)  0.212
H (6.78433, 4.03442, -3.39849)  0.217
H (5.77638, 5.42458, -2.86239)  0.215
H (3.76134, 1.41513, -1.62345)  0.230
H (2.48653, 2.71124, -1.78814)  0.237
H (2.11460, 1.25801, -0.81321)  0.269
O (-6.02763, -1.46514, -1.99593)  -0.924
S (-5.89686, -0.20660, -1.21605)  2.260
O (-6.81895, 0.92834, -1.38894)  -0.896
O (-5.81251, -0.61340, 0.37395)  -0.715
C (-5.14198, -1.77057, 0.79945)  -0.084
C (-4.96216, -1.46829, 2.37855)  -0.615
C (-4.10289, 0.47761, -1.45083)  -0.812
H (-4.10201, -1.63568, 0.50217)  0.210
H (-5.61622, -2.75033, 0.74220)  0.203
H (-4.25875, -0.68908, 2.67205)  0.208
H (-4.58471, -2.39095, 2.81936)  0.202
H (-5.89699, -1.22453, 2.88330)  0.209
H (-3.67719, 0.57689, -0.45232)  0.239
H (-4.11308, 1.41895, -2.00026)  0.245
H (-3.52295, -0.18733, -2.09085)  0.263
O (-1.78002, 3.91292, -1.23435)  -0.949
H (-1.40555, 3.04627, -1.39219)  0.484
H (-2.34865, 3.79374, -0.47364)  0.466
O (-0.79078, -2.74172, 1.74259)  -0.964
H (-1.33839, -2.19956, 2.31041)  0.471
H (-0.70052, -2.23139, 0.93783)  0.488
O (-0.83709, -3.85313, -2.26731)  -0.968
H (-1.51166, -4.23510, -2.82880)  0.468
H (-1.25952, -3.09261, -1.86806)  0.495
O (2.23974, -2.83726, -2.91186)  -0.952
H (1.30100, -2.68967, -2.79695)  0.482
H (2.60533, -2.75409, -2.03115)  0.471
C (1.99622, -4.86122, 1.30425)  -0.105
C (1.89251, -3.91036, 0.12734)  -0.125
O (3.30065, -3.86816, -0.20427)  -0.494
C (4.01055, -4.09412, 0.82401)  0.970
O (5.19815, -3.78916, 0.78627)  -0.630
O (3.30495, -4.61698, 1.70613)  -0.468
H (1.87558, -5.83258, 0.82467)  0.183
H (1.27895, -4.62652, 2.09073)  0.228
H (1.42102, -2.93596, 0.25527)  0.214
H (1.30800, -4.38668, -0.65978)  0.221
C (-1.69294, 1.85720, 2.43462)  -0.082
C (-0.14558, 2.03543, 2.32317)  -0.105
O (0.10443, 2.98792, 3.34184)  -0.476
C (-1.04564, 3.62907, 3.59779)  0.968
O (-1.15790, 4.63758, 4.22717)  -0.582
O (-2.04499, 3.07972, 2.86956)  -0.497
H (-2.04468, 0.98411, 2.98426)  0.170
H (-2.19083, 1.83887, 1.46515)  0.192
H (0.01037, 2.34651, 1.29021)  0.197
H (0.37630, 1.08231, 2.40868)  0.210

The calculation puts the HOMO energy at -8.4 eV. The value obtained for the HOMO-LUMO gap is 10.68 eV. Its total energy is -2901.22898 Eh. Its charge is -1. The LUMO energy comes out at 0.0839 Ha. The multiplicity is 1. As for the largest force on an atom: 6.583 eV Å⁻¹.

=====

Below is a 2-piece molecular cluster, C4H13N2O overall in a non-equilibrium geometry, with properties calculated with ωB97M-V with the def2-TZVPD basis set.

Last column: natural (NBO) charge in e.
Positions of all 20 atoms, in Å:
C (0.75149, 0.65321, -0.44019)  -0.220
C (0.93975, 0.54442, 1.10217)  -0.456
C (-0.42649, 0.25171, 1.72120)  0.223
C (-0.80419, -1.02379, 1.84399)  -0.615
N (-1.16933, 1.33692, 2.04036)  -0.802
N (0.27493, -0.67802, -0.95168)  -0.706
H (0.01912, 1.42982, -0.63926)  0.227
H (1.62983, 0.91008, -1.02862)  0.236
H (1.29285, 1.47329, 1.54459)  0.247
H (1.62564, -0.27296, 1.30725)  0.234
H (-0.09003, -1.83023, 1.94654)  0.221
H (-1.80806, -1.29724, 2.15405)  0.224
H (0.66856, -1.02137, -4.49377)  0.507
H (-0.93596, 2.30191, 2.02899)  0.406
H (-2.01517, 1.23359, 2.55927)  0.403
H (0.82266, -1.01851, -1.73661)  0.470
H (0.18891, -1.29128, -0.12683)  0.454
H (-0.68665, -0.72675, -1.27909)  0.441
H (-0.44879, -0.13934, -3.86237)  0.488
O (0.17094, -0.83544, -3.68999)  -0.984

The relative energy (zero: lowest compared OMol25 entry of this formula, charge and spin) is 39.65 kcal/mol. The calculation puts the HOMO energy at -12.1 eV. The value obtained for the HOMO-LUMO gap is 9.12 eV. Its total energy is -344.70366 Eh. Its charge is +1. The LUMO energy comes out at -0.1099 Ha. The multiplicity is 1. As for the largest force on an atom: 1.519 eV Å⁻¹.